(1)
2 unconnected molecules or ions with the total composition C4H5NO, computed with ωB97M-V/def2-TZVPD.

The SMILES is C=C=C=N.C=O. The value obtained for the relative energy (zero: lowest compared OMol25 entry of this formula, charge and spin) is 99.23 kcal/mol. The frontier orbital gap comes out at 8.8 eV. As for the molar mass: 83.09 Da. As for the LUMO energy: -0.09 eV.

CARTESIAN COORDINATES (ANGSTROEM)
C  1.53279  0.09390  0.14211
C  0.87399  1.18064  0.30831
C  1.53394  -1.16649  -0.27210
C  -1.96922  -0.42575  -0.00476
N  0.21086  2.18305  0.45325
O  -1.79755  -1.40809  -0.60442
H  2.24961  -1.52152  -0.96354
H  0.88371  -1.86728  0.07409
H  -2.46182  0.45266  -0.49802
H  -1.79706  -0.59150  1.08183
H  0.74076  3.07038  0.28324


(2)
3 unconnected molecules or ions with the total composition C4H14NO2, computed with ωB97M-V/def2-TZVPD.

The value obtained for the relative energy (zero: lowest compared OMol25 entry of this formula, charge and spin) is 52.29 kcal/mol. As for the charge: +1. The frontier orbital gap comes out at 10.8 eV. As for the molar mass: 108.16 Da. As for the LUMO energy: -2.91 eV.

CARTESIAN COORDINATES (ANGSTROEM)
C  -0.68518  -1.48651  2.47533
C  0.16751  -0.15149  2.35916
C  -0.18516  0.75485  1.29290
C  0.66685  1.15237  0.33767
N  0.17542  1.97591  -0.84198
H  -0.30850  -2.33912  1.94172
H  -1.72943  -1.24542  2.19888
H  -0.70185  -1.76408  3.53786
H  1.23783  -0.49300  2.27196
H  -0.26678  0.32882  3.24662
H  -1.27086  0.78579  1.09701
H  1.72298  1.00717  0.19892
H  -0.79031  2.36466  -0.89091
H  0.73457  2.82649  -0.73091
H  0.25485  1.34417  -1.75574
H  0.53907  -0.08474  -2.73444
H  0.51218  0.85728  -3.89797
O  0.23204  0.82237  -2.97103
H  0.18677  -2.71276  -2.93277
H  -0.55044  -2.06814  -1.73804
O  0.05844  -1.87464  -2.46425


(3)
A molecular structure, C28H11Cl61IN2O3PS, computed with ωB97M-V/def2-TZVPD.

The frontier orbital gap comes out at 7.5 eV. As for the molar mass: 2775.98 Da. As for the LUMO energy: -1.29 eV.

CARTESIAN COORDINATES (ANGSTROEM)
C  -4.82852  3.24014  -0.88378
P  -4.86277  1.89363  -2.21642
O  -4.91594  2.59838  -3.73966
C  -3.16704  1.10073  -2.12793
C  -2.53903  1.11948  -0.84068
C  -1.26190  0.50921  -0.67952
C  -0.54754  0.52211  0.68761
C  0.80303  1.31804  0.52097
C  0.59766  2.86590  0.59089
Cl  0.10462  3.43998  2.22277
C  -0.65286  -0.10777  -1.78529
C  -1.29086  -0.08573  -3.07039
C  -2.54226  0.51207  -3.27837
N  -3.16184  0.49130  -4.57662
C  -2.57095  1.20910  -5.34323
S  -2.11369  2.23245  -6.44229
C  -0.34186  -0.79712  -4.03383
O  -0.38437  -0.86490  -5.20399
N  0.72583  -1.38343  -3.26755
I  2.62431  -0.72079  -3.84960
C  0.65660  -0.85654  -1.91180
O  1.50173  -1.05443  -1.11548
H  -3.78856  3.62502  -0.82993
H  -5.54925  4.01297  -1.19012
H  -5.06314  2.76533  0.08631
H  -4.23423  3.29277  -3.77686
H  -2.99499  1.56314  0.05338
H  -0.40047  -0.49937  1.08408
H  -1.17695  1.10555  1.39002
H  1.53885  0.98054  1.28408
H  1.27219  1.13118  -0.46810
H  1.58528  3.30418  0.33085
H  -0.09610  3.17868  -0.21594
C  -2.14098  -2.30999  3.16510
Cl  -2.95787  -1.45785  1.84119
Cl  -2.60818  -1.58720  4.70943
Cl  -2.60292  -4.01796  3.14197
Cl  -0.38863  -2.17635  2.96220
C  -1.21000  2.14656  5.70202
Cl  -1.41733  1.42608  4.10128
Cl  -0.93526  3.88836  5.53706
Cl  -2.66854  1.86771  6.66695
Cl  0.18151  1.40273  6.50694
C  1.60438  3.73644  -8.55616
Cl  2.38249  2.78553  -9.82965
Cl  -0.12182  3.90738  -8.91851
Cl  1.80075  2.91285  -7.00109
Cl  2.35328  5.33829  -8.47544
C  2.32966  -3.54641  5.58073
Cl  3.43520  -3.76265  6.94464
Cl  3.23373  -3.57553  4.05739
Cl  1.13546  -4.85525  5.57598
Cl  1.49447  -1.99622  5.73343
C  3.75266  -3.99859  -1.09033
Cl  4.18592  -2.50821  -1.93580
Cl  5.00050  -5.22335  -1.37493
Cl  3.62813  -3.66613  0.64401
Cl  2.19512  -4.58599  -1.68871
C  -2.93938  -7.91945  3.96480
Cl  -1.42575  -7.11061  4.39734
Cl  -2.61596  -9.09592  2.66087
Cl  -3.58392  -8.73528  5.39484
Cl  -4.11263  -6.72299  3.38825
C  7.18327  -4.49636  3.92311
Cl  5.91649  -4.20494  2.72057
Cl  8.11840  -3.01228  4.16002
Cl  6.44597  -4.98224  5.45536
Cl  8.25298  -5.78507  3.34881
C  -8.84501  4.61796  -2.57597
Cl  -9.37784  5.03991  -4.21054
Cl  -10.20334  3.92914  -1.67304
Cl  -7.53491  3.42968  -2.66998
Cl  -8.25881  6.07499  -1.75199
C  6.49984  1.30707  -1.46402
Cl  5.17174  0.85581  -2.55198
Cl  6.04834  2.76417  -0.56479
Cl  6.81021  -0.01063  -0.32673
Cl  7.95983  1.62701  -2.41237
C  -11.78990  7.37428  -0.44967
Cl  -13.14623  6.24086  -0.34583
Cl  -11.34270  7.60055  -2.14710
Cl  -12.26789  8.93146  0.24442
Cl  -10.41068  6.72447  0.45399
C  6.09977  7.32710  -8.59593
Cl  6.49683  8.26278  -7.14667
Cl  7.23975  7.72812  -9.88885
Cl  6.20477  5.59849  -8.23024
Cl  4.45363  7.71969  -9.11897
C  9.16456  1.08351  3.02969
Cl  9.96817  0.14220  1.76393
Cl  7.43175  1.17956  2.68277
Cl  9.41299  0.29767  4.59781
Cl  9.84731  2.71604  3.07536
C  2.46944  -7.87927  0.78392
Cl  2.45483  -9.34707  1.77707
Cl  3.36240  -8.19390  -0.70883
Cl  0.80454  -7.42099  0.38984
Cl  3.24281  -6.56413  1.69025
C  -6.61018  -11.18171  3.59839
Cl  -7.12193  -10.76179  5.24246
Cl  -5.00303  -10.50457  3.29106
Cl  -6.55295  -12.94392  3.43041
Cl  -7.76495  -10.51494  2.43320
C  3.85157  5.40604  3.50764
Cl  3.32591  5.84082  1.87225
Cl  2.48090  4.74789  4.41078
Cl  5.13447  4.18784  3.40944
Cl  4.46777  6.84688  4.33152


(4)
C3H6N2O in the gas phase, computed with ωB97M-V/def2-TZVPD.

The SMILES is N#C[C@H](O)CN. The value obtained for the relative energy (zero: lowest compared OMol25 entry of this formula, charge and spin) is 31.50 kcal/mol. The frontier orbital gap comes out at 11.1 eV. As for the molar mass: 86.09 Da. As for the LUMO energy: 0.64 eV.

CARTESIAN COORDINATES (ANGSTROEM)
N  0.96303  -0.93137  0.95036
C  0.74263  0.08529  -0.07432
C  -0.77496  0.13474  -0.29854
O  -1.43092  0.47336  0.89199
C  -1.14860  1.08697  -1.36018
N  -1.43606  1.77557  -2.24280
H  0.93636  -1.85969  0.53753
H  1.87124  -0.82635  1.38824
H  1.06289  1.05442  0.32198
H  1.27026  -0.08945  -1.02314
H  -1.09596  -0.85790  -0.65940
H  -0.95991  -0.04559  1.56828


(5)
C4H8O2 in the gas phase, computed with ωB97M-V/def2-TZVPD.

The SMILES is CC(C)(O)C=O. The value obtained for the relative energy (zero: lowest compared OMol25 entry of this formula, charge and spin) is 40.50 kcal/mol. The frontier orbital gap comes out at 10.7 eV. As for the molar mass: 88.11 Da. As for the LUMO energy: 0.88 eV.

CARTESIAN COORDINATES (ANGSTROEM)
C  -0.90724  1.25468  -0.10874
C  -0.06706  0.04654  -0.38334
C  1.16740  -0.10945  0.84062
O  0.47445  0.02449  -1.63390
C  -0.54418  -1.25333  -0.00384
O  -0.43081  -2.13940  -0.83428
H  -0.29990  2.15753  -0.21259
H  -1.72010  1.30929  -0.83704
H  -1.34341  1.22592  0.89278
H  1.71607  -1.01656  0.98215
H  0.81163  0.21970  1.78902
H  1.86538  0.60581  0.47083
H  0.36573  -0.93618  -1.89495
H  -1.10116  -1.39454  0.93107


(6)
3 unconnected molecules or ions with the total composition C3H9NO2S2, computed with ωB97M-V/def2-TZVPD.

The value obtained for the relative energy (zero: lowest compared OMol25 entry of this formula, charge and spin) is 145.77 kcal/mol. The frontier orbital gap comes out at 3.5 eV. As for the molar mass: 155.24 Da. As for the LUMO energy: -4.39 eV.

CARTESIAN COORDINATES (ANGSTROEM)
S  -3.11909  0.30400  -0.61355
S  -0.42615  -2.20163  1.42170
C  -0.12514  -1.00868  0.07639
C  1.24539  -1.04646  -0.41743
C  2.24505  -0.02859  0.02545
N  3.08299  0.19949  -1.13282
O  2.28700  0.76004  0.95314
H  -3.74259  1.00069  -1.62554
H  -0.45603  -0.13420  0.55810
H  -0.63971  -1.23578  -0.87104
H  1.41133  -1.29492  -1.45771
H  -1.67422  -2.35131  0.99649
H  3.76608  0.95705  -0.93879
H  3.69141  -0.54348  -1.50632
H  -3.01017  2.50423  2.06089
H  -2.36097  1.73578  0.85823
O  -2.17519  2.38377  1.61282